C42H51N4O6RuSSe as an isolated structure in a non-equilibrium geometry, computed with wB97M-V/def2-TZVPD.

frontier orbital gap (alpha / beta)	5.94 / 4.26	eV
E_LUMO (alpha / beta)	-1.1 / -2.8	eV
2S+1	6
HOMO energy (alpha / beta)	-7.03 / -7.03	eV
E_tot	-5195.85493	Ha
expectation value of S²	8.764
relative energy (zero: lowest compared OMol25 entry of this formula, charge and spin)	88.8	kJ/mol
F_max	0.0259	hartree/bohr

Geometry as XYZ:
```
106
C42H51N4O6RuSSe | OMol25 | wB97M-V/def2-TZVPD
Ru -0.7650 -1.6521 0.1295
C 5.0104 2.7369 -1.1101
C 4.7621 2.2826 0.3354
C 6.0889 1.8221 0.9585
C 4.2387 3.4765 1.1323
C 3.7705 1.1187 0.3386
C 2.5637 1.1521 1.0162
C 1.7046 0.0617 0.9651
Se 0.0034 0.2294 1.8962
C -0.9663 1.4082 0.6947
C -0.5878 2.7432 0.6662
C -1.2063 3.6195 -0.2099
C -2.2174 3.0871 -1.0073
C -2.6504 1.7649 -0.9801
C -2.0111 0.8822 -0.0892
O -2.3270 -0.4177 0.0113
C -3.7825 1.3732 -1.9501
C -4.1940 -0.1021 -1.8921
C -3.3205 1.6584 -3.3892
C -5.0294 2.2129 -1.6264
C -0.8417 5.1001 -0.3112
C 0.3254 5.4610 0.6062
C -2.0589 5.9498 0.0850
C -0.4401 5.4326 -1.7555
C 2.0209 -1.1365 0.2958
O 1.1554 -2.1623 0.3163
C 3.2466 -1.1845 -0.3948
C 4.0616 -0.0570 -0.3511
C 3.7438 -2.3853 -1.2227
C 5.0784 -2.8772 -0.6381
C 3.9472 -1.9312 -2.6788
C 2.7855 -3.5807 -1.2535
H 5.6870 3.5951 -1.1272
H 4.0709 3.0313 -1.5869
H 5.4607 1.9439 -1.7107
H 6.7916 2.6574 1.0147
H 6.5541 1.0307 0.3671
H 5.9274 1.4380 1.9678
H 4.9699 4.2860 1.0976
H 4.0752 3.2211 2.1820
H 3.3013 3.8568 0.7167
H 2.2674 2.0204 1.5892
H 0.1945 3.0766 1.3349
H -2.7157 3.7564 -1.6994
H -3.3640 -0.7630 -2.1430
H -4.9914 -0.2638 -2.6210
H -4.5692 -0.3831 -0.9087
H -2.4389 1.0558 -3.6310
H -3.0657 2.7076 -3.5462
H -4.1142 1.3969 -4.0930
H -5.3565 2.0291 -0.6009
H -5.8461 1.9398 -2.2990
H -4.8471 3.2830 -1.7362
H 0.0786 5.2985 1.6582
H 0.5724 6.5171 0.4829
H 1.2198 4.8793 0.3643
H -2.4008 5.6896 1.0889
H -2.8919 5.7974 -0.6046
H -1.8008 7.0120 0.0723
H 0.4109 4.8208 -2.0692
H -0.1541 6.4844 -1.8360
H -1.2598 5.2552 -2.4545
H 5.0014 -0.1028 -0.8895
H 5.8504 -2.1070 -0.6643
H 5.4399 -3.7362 -1.2088
H 4.9470 -3.1886 0.4002
H 4.6674 -1.1168 -2.7663
H 2.9979 -1.5909 -3.1051
H 4.3101 -2.7669 -3.2819
H 2.6144 -3.9947 -0.2604
H 3.2315 -4.3593 -1.8767
H 1.8189 -3.3139 -1.6806
O -7.0445 -6.5950 3.4731
S -6.6681 -7.4013 4.6190
O -7.5241 -7.2637 5.7779
O -6.2459 -8.7574 4.3044
C -5.0782 -6.6886 5.1511
N -4.6019 -7.0341 6.3647
C -3.4125 -6.5603 6.6846
C -2.6660 -5.7562 5.8326
C -3.2342 -5.4624 4.6167
N -4.4298 -5.9130 4.2769
C -2.5910 -4.6348 3.5675
C -1.3004 -4.1233 3.6643
C -0.7844 -3.3707 2.6346
N -1.4837 -3.0919 1.5210
C -2.7301 -3.5993 1.4229
C -3.3061 -4.3629 2.4063
H -3.0371 -6.8374 7.6646
H -1.6924 -5.3851 6.1299
H -0.6850 -4.3138 4.5324
H 0.2258 -2.9864 2.6712
H -3.2713 -3.3618 0.5157
H -4.3078 -4.7631 2.3018
O -0.0758 -0.6444 -1.7562
N 0.4229 0.1605 -2.6546
C 0.3678 -0.1700 -3.9575
C 0.8858 0.6741 -4.9137
C 1.4696 1.8725 -4.5303
C 1.5145 2.1826 -3.1825
C 0.9847 1.3116 -2.2538
H -0.1022 -1.1187 -4.1655
H 0.8268 0.3829 -5.9532
H 1.8796 2.5478 -5.2688
H 1.9613 3.1037 -2.8349
H 0.9802 1.4800 -1.1854
```

These are the Mulliken partial charges, in e, on atoms 1 to 99: 1.0956 -1.3921 2.1030 -1.7507 -1.9416 -0.2190 -0.8088 0.3475 -0.0128 0.3059 -0.8154 0.0346 -0.8683 -0.4687 2.1921 -1.1857 1.9347 -1.9842 -1.4968 -1.6948 2.1162 -2.0498 -1.7957 -1.3652 1.8833 -0.9993 -0.1873 -0.7874 1.9638 -1.7352 -1.5030 -2.0260 0.5022 0.0676 0.3230 0.4780 0.3016 0.3712 0.4933 0.3804 0.1774 0.4367 0.4448 0.3223 0.2474 0.5270 0.3657 0.1771 0.3141 0.4938 0.3835 0.4724 0.2903 0.3745 0.4846 0.1971 0.3701 0.3111 0.4803 0.0594 0.4959 0.3303 0.3972 0.2714 0.4710 0.3836 0.3094 0.1676 0.4893 0.3761 0.5120 0.2607 -0.6689 1.1759 -0.6738 -0.6739 -0.0007 -0.4666 -0.3724 -0.5351 0.3604 -0.2973 1.3077 -0.9518 -0.5161 -0.1927 -0.5270 -0.7150 0.4143 0.3273 0.2981 0.6152 0.5560 0.6412 -0.4535 0.8745 -0.4010 -0.8998 -0.9329

C42H52BHfN9O2S4 as an isolated structure, computed with wB97M-V/def2-TZVPD.

frontier orbital gap	6.93	eV
E_LUMO	-0.4	eV
2S+1	1
HOMO energy	-7.29	eV
E_tot	-3940.76645	Ha
relative energy (zero: lowest compared OMol25 entry of this formula, charge and spin)	135.4	kJ/mol
F_max	0.0131	hartree/bohr

Geometry as XYZ:
```
111
C42H52BHfN9O2S4 | OMol25 | wB97M-V/def2-TZVPD
Hf 0.1342 -0.1827 -0.5557
S -0.1518 0.0042 2.0000
C -1.8356 0.4810 2.1542
C -2.2166 1.3058 3.2027
C -3.5376 1.7050 3.3605
C -3.8755 2.6149 4.4137
N -4.1193 3.3673 5.2476
C -4.5056 1.2329 2.4638
C -4.1289 0.4093 1.4132
C -2.7983 0.0477 1.2170
S -2.3588 -0.8881 -0.1865
C -5.8726 1.6518 2.5754
N -6.9647 2.0040 2.6308
H -1.4725 1.6669 3.8999
H -4.8763 0.0801 0.7042
C 1.4876 -2.8852 3.5796
C 1.4659 -3.2404 2.0938
C 2.5831 -4.2301 1.7494
C 0.1450 -3.8274 1.6510
C -0.4541 -4.8176 2.4238
C -1.5740 -5.4965 1.9842
C -2.1032 -5.1985 0.7424
C -1.5477 -4.2118 -0.0659
C -2.1715 -3.9764 -1.4343
C -1.7695 -5.0811 -2.4183
C -3.6979 -3.8871 -1.3788
C -0.4223 -3.5207 0.4132
N 0.1457 -2.5046 -0.4388
C 0.6047 -2.9259 -1.5678
C 0.7282 -2.0888 -2.7052
C 1.0581 -2.5476 -3.9695
C 0.7139 -1.5286 -4.8506
C 0.1647 -0.4914 -4.0988
N 0.1788 -0.7996 -2.7612
C -0.3770 0.7637 -4.7569
C 0.7649 1.5182 -5.4545
C -1.4148 0.3447 -5.8102
C -1.0454 1.6866 -3.7622
H 2.4518 -2.4478 3.8389
H 1.3640 -3.7642 4.2121
H 0.6915 -2.1790 3.8224
H 1.6412 -2.3317 1.5184
H 2.4337 -5.1719 2.2822
H 3.5560 -3.8233 2.0169
H 2.5880 -4.4531 0.6810
H -0.0166 -5.0813 3.3767
H -2.0230 -6.2660 2.5984
H -2.9691 -5.7420 0.3901
H -1.8107 -3.0221 -1.8265
H -2.1311 -6.0500 -2.0678
H -0.6896 -5.1623 -2.5430
H -2.2087 -4.8935 -3.3994
H -4.1488 -4.8536 -1.1523
H -4.0797 -3.5733 -2.3513
H -4.0265 -3.1655 -0.6333
H 0.8128 -3.9857 -1.7182
H 1.4512 -3.5247 -4.1973
H 0.8061 -1.5420 -5.9231
H 1.2888 0.8838 -6.1699
H 1.4879 1.8868 -4.7264
H 0.3625 2.3805 -5.9896
H -0.9789 -0.2798 -6.5887
H -1.8334 1.2348 -6.2848
H -2.2300 -0.2108 -5.3452
H -0.3445 2.0367 -3.0080
H -1.8739 1.1890 -3.2557
H -1.4467 2.5665 -4.2695
C 3.0953 0.5780 -2.6897
N 2.4867 1.7489 -2.0665
C 3.0590 2.9955 -2.1913
C 2.4588 3.7807 -1.2739
N 1.5342 3.0172 -0.6024
B 1.0047 3.4804 0.7907
N -0.4280 4.0575 0.7692
C -0.8130 5.1783 1.4744
C -2.1496 5.3131 1.3588
N -2.5874 4.2610 0.5828
C -3.9650 4.0552 0.1818
C -1.5209 3.4925 0.2394
S -1.6612 2.1061 -0.7427
C 1.5189 1.7612 -1.1088
S 2.9293 0.4483 0.8510
H 3.8304 0.9306 -3.4100
H 2.3626 -0.0279 -3.2088
H 3.5900 -0.0273 -1.9302
H 3.8375 3.1960 -2.9033
H 2.6258 4.8110 -1.0221
H 1.0412 2.5428 1.5507
H 1.7259 4.3809 1.1684
H -0.0932 5.7854 1.9902
H -2.8285 6.0476 1.7498
H -4.6142 4.1471 1.0514
H -4.0543 3.0571 -0.2384
H -4.2538 4.7913 -0.5688
O 4.1406 -1.4212 2.3389
C 3.7058 -0.3065 2.2112
O 2.1810 -0.6916 0.0299
C 3.8450 0.7115 3.3735
N 2.4923 1.3188 3.7195
C 2.6860 2.7946 3.9132
C 3.8009 3.1066 2.9347
C 4.7545 1.9234 3.0992
H 4.1730 0.1259 4.2309
H 2.0691 0.8601 4.5261
H 1.8275 1.1594 2.9288
H 2.9885 2.9555 4.9479
H 1.7438 3.2953 3.7044
H 4.2706 4.0634 3.1532
H 3.3920 3.1530 1.9252
H 5.4177 2.0787 3.9499
H 5.3727 1.7558 2.2196
```

These are the Mulliken partial charges, in e, on atoms 1 to 99: 0.6891 0.4100 0.0585 -0.9770 0.4527 -0.3048 -0.5826 0.4787 -1.2182 0.7220 -0.3913 -0.1728 -0.5731 0.5519 0.5724 -1.5343 2.7842 -1.6930 0.7323 -0.6514 -1.6678 -0.6774 0.7151 1.6248 -1.5892 -1.6992 -1.0090 1.1399 -0.7952 0.4739 -1.3410 -1.2504 -0.7924 0.9404 2.7775 -1.7520 -1.9128 -1.4029 0.3843 0.4404 0.3028 -1.2217 0.4091 0.3714 0.2985 0.3439 0.3680 0.3023 -0.4095 0.3954 0.2625 0.4170 0.4457 0.4175 0.2884 0.7621 0.6172 0.5670 0.3655 0.1649 0.5010 0.3580 0.4873 0.3509 -0.2177 0.3157 0.4985 -0.8135 0.9796 -1.0999 -0.7562 1.3308 0.9406 0.2904 -0.6358 -0.7970 0.3767 -1.0203 -0.1634 -0.2387 -1.3795 0.1615 0.4209 0.3150 0.1292 0.5874 0.6319 -0.2631 -0.3402 0.5427 0.5218 0.4082 0.3305 0.3018 -0.5560 0.2007 -0.6738 -0.0458 0.3667

| no. | molecular weight (g/mol) |
| --- | --- |
| 1 | 920.0 |
| 2 | 1032.5 |